(1)
C24H19Cl3F2N6S2SiTi as an isolated structure in a non-equilibrium geometry, computed with ωB97M-V with the def2-TZVPD basis set.

Last column: Löwdin charge in e.
Cartesian coordinates (Å):
Ti1 -0.039975 -0.154247 0.142577  0.67
C1 1.786853 -4.062544 0.833258  -0.07
C2 1.164482 -2.719059 1.009694  -0.35
N1 1.135180 -1.783344 0.016341  -0.15
N2 1.903159 -2.101687 -1.097034  -0.03
C3 2.383573 -1.090864 -1.754472  -0.90
N3 3.102541 -1.378504 -2.916753  0.03
S1 2.231988 0.547202 -1.274322  0.66
C4 0.438583 -2.339387 2.123940  -0.28
C5 0.201537 -3.162959 3.274962  -0.05
C6 -0.491959 -2.685229 4.339086  -0.12
C7 -1.004337 -1.357470 4.278708  -0.11
C8 -0.838764 -0.657377 3.110594  -0.19
N4 -0.178183 -1.099491 2.031483  -0.07
H1 2.395488 -4.073643 -0.065411  0.05
H2 1.020168 -4.839151 0.728614  0.06
H3 2.422928 -4.328924 1.683651  0.07
H4 3.528197 -2.295217 -2.870430  0.06
H5 3.758000 -0.648305 -3.147869  0.04
H6 0.587372 -4.176421 3.265107  0.09
H7 -0.676402 -3.305879 5.208127  0.08
H8 -1.562534 -0.922441 5.095408  0.08
H9 -1.276992 0.325072 3.008078  0.09
S2 -0.695749 2.716299 -1.975248  0.49
C9 -0.824102 1.196960 -2.738516  -0.84
C10 -1.118992 1.124158 -4.124251  -0.14
C11 -1.133718 -0.078461 -4.780270  -0.11
C12 -0.867192 -1.246311 -4.068358  -0.10
C13 -0.633636 -1.133080 -2.718182  -0.24
N5 -0.615856 0.033292 -2.048824  -0.12
H10 -1.305952 2.053763 -4.641453  0.07
H11 -1.348477 -0.113020 -5.843968  0.09
H12 -0.862225 -2.221394 -4.535993  0.09
H13 -0.426258 -2.010657 -2.115597  0.07
F1 4.173526 1.947807 3.121349  0.02
C14 2.868128 2.072006 2.739412  -0.27
C15 2.329202 1.173113 1.854350  -0.08
C16 0.994296 1.287573 1.454596  -0.16
C17 0.222273 2.317325 2.020615  -0.14
C18 0.830501 3.225212 2.891234  -0.21
F2 0.146978 4.281999 3.429025  0.02
C19 2.151827 3.129640 3.269041  0.03
C20 -1.203463 2.352995 1.653534  -0.23
C21 -2.156434 3.212076 2.204724  -0.01
C22 -3.461725 3.168960 1.749654  -0.07
C23 -3.806846 2.272308 0.750557  -0.06
C24 -2.830177 1.409179 0.294475  -0.20
N6 -1.578820 1.410952 0.758003  0.00
H14 2.950316 0.382084 1.454327  0.08
H15 2.602114 3.843734 3.943019  0.11
H16 -1.879852 3.917649 2.969549  0.10
H17 -4.199145 3.843178 2.170046  0.10
H18 -4.805245 2.218232 0.340144  0.10
H19 -3.051329 0.691882 -0.483721  0.04
Cl1 -1.911328 -3.896637 -0.043694  0.13
Si1 -2.305673 -1.805963 0.001914  -0.42
Cl2 -3.750526 -1.690290 -1.615694  0.08
Cl3 -3.704144 -1.731024 1.632451  0.10

Forces on the atoms, in the same order (eV/Å):
1.319 0.424 -0.416
0.156 -0.168 0.157
-0.347 0.150 0.377
-0.134 0.437 -0.413
-0.058 -0.278 -0.292
-0.111 0.205 0.621
0.105 -0.253 -0.020
-0.491 0.042 0.032
0.134 -0.552 -0.260
0.154 -0.005 -0.019
0.022 0.071 -0.131
0.106 0.143 -0.406
-0.400 0.122 0.883
0.130 -0.167 -0.505
0.017 0.020 -0.019
-0.013 -0.008 0.008
-0.037 -0.018 0.012
-0.038 -0.002 -0.061
-0.043 0.028 0.018
-0.009 0.060 0.019
0.020 -0.030 0.002
-0.010 0.029 -0.012
-0.064 -0.008 0.119
0.027 0.086 0.121
0.047 -0.049 0.168
0.012 -0.221 -0.040
-0.027 0.187 -0.022
0.029 -0.243 0.163
0.001 0.013 -0.126
-0.114 0.033 -0.114
0.005 0.031 0.013
0.008 -0.020 0.007
0.007 0.012 0.016
-0.039 -0.055 -0.092
-0.069 0.023 -0.003
0.043 -0.094 -0.084
0.090 -0.074 -0.018
-0.263 -0.150 0.047
-0.053 0.248 0.125
0.174 -0.119 0.015
-0.034 -0.026 -0.024
-0.087 0.074 0.025
-0.195 -0.265 0.007
-0.057 0.149 -0.119
0.006 -0.137 -0.131
-0.011 0.103 0.090
0.182 0.095 0.062
-0.148 0.081 0.164
0.013 0.011 0.012
-0.032 0.016 0.004
0.048 -0.017 -0.036
-0.012 -0.014 -0.004
0.004 -0.001 0.007
-0.001 -0.022 -0.001
0.026 -0.170 -0.022
0.061 0.305 0.046
-0.029 -0.027 -0.016
-0.017 -0.004 0.066

Properties
Spin multiplicity: 1
LUMO (alpha / beta) in eV: 4.72 / 4.72
Frontier orbital gap (alpha / beta) in eV: 4.965 / 4.952
HOMO level (alpha / beta) in eV: -0.243 / -0.229
Net charge: -2
Relative energy (zero: lowest compared OMol25 entry of this formula, charge and spin) in kJ/mol: 0.00

***

(2)
An isolated ion of composition CH4N3O and charge +1 in a non-equilibrium geometry, computed with ωB97M-V with the def2-TZVPD basis set.

Last column: Löwdin charge in e.
Cartesian coordinates (Å):
C1 0.706697 0.224255 -0.040940  -0.09
N1 -2.609558 -0.217156 0.100146  0.28
N2 -0.455962 -0.447556 -0.078984  0.08
N3 1.903251 -0.389656 -0.050612  0.22
O1 -1.559331 0.339910 -0.284652  -0.03
H1 0.600786 1.131854 0.415785  0.12
H2 -3.343234 0.530017 -0.013927  0.15
H3 2.690538 0.127572 0.326477  0.15
H4 2.066811 -1.299239 -0.373289  0.12

Forces on the atoms, in the same order (eV/Å):
-0.234 -3.221 0.677
0.316 0.894 -0.188
0.790 -1.479 -1.502
-1.967 2.793 0.445
0.230 0.106 1.315
0.612 3.088 0.370
0.469 -0.536 -0.374
-0.141 -0.116 -0.234
-0.076 -1.529 -0.509

Properties
Spin multiplicity: 1
LUMO (alpha / beta) in eV: -7.36 / -7.30
Frontier orbital gap (alpha / beta) in eV: 8.122 / 8.199
HOMO level (alpha / beta) in eV: -15.484 / -15.501
Net charge: +1
Relative energy (zero: lowest compared OMol25 entry of this formula, charge and spin) in kJ/mol: 586.93